Entry 1:
65
Properties=species:S:1:pos:R:3:forces:R:3 method="wB97M-V/def2-TZVPD" lumo_energy_ev=0.508 homo_lumo_gap_ev=8.19
Mg -0.089 -0.212 -0.011 -0.03 -0.31 -0.02
O 1.606 -0.098 -0.942 0.13 0.02 -0.11
C 2.718 0.219 -0.351 -0.17 -0.01 -0.03
C 3.922 -0.447 -0.679 0.06 0.06 0.03
C 5.117 -0.109 -0.087 0.04 -0.05 -0.02
C 5.203 0.927 0.852 -0.09 0.02 -0.02
C 4.053 1.609 1.173 0.07 -0.01 0.00
C 2.813 1.261 0.619 -0.11 0.16 0.13
C 1.658 2.083 0.932 0.10 -0.18 -0.08
N 0.449 1.684 0.821 -0.01 0.15 0.02
C -0.618 2.676 0.754 0.06 -0.09 -0.01
C -1.223 2.543 -0.654 0.00 -0.12 0.02
N -1.597 1.140 -0.802 0.04 0.27 0.04
C -2.820 0.853 -1.029 -0.03 -0.21 0.04
C -3.389 -0.471 -0.868 0.03 0.21 -0.04
C -4.636 -0.738 -1.449 -0.06 -0.03 -0.03
C -5.284 -1.934 -1.248 0.08 0.03 0.04
C -4.680 -2.878 -0.406 -0.03 -0.05 0.01
C -3.472 -2.635 0.205 -0.06 0.01 -0.02
C -2.770 -1.422 -0.005 0.15 0.07 0.01
O -1.639 -1.207 0.589 -0.18 -0.16 -0.02
H 3.869 -1.236 -1.419 0.02 0.00 -0.01
H 6.013 -0.652 -0.363 0.00 0.00 0.00
H 6.150 1.195 1.298 0.01 -0.01 0.00
H 4.089 2.434 1.877 0.01 -0.01 0.00
H 1.854 3.123 1.219 0.03 0.01 -0.02
H -0.244 3.689 0.930 0.00 0.02 -0.01
H -1.386 2.444 1.494 -0.01 -0.01 0.00
H -0.459 2.801 -1.391 0.02 -0.01 0.01
H -2.079 3.214 -0.778 -0.02 0.00 0.00
H -3.517 1.654 -1.307 -0.03 -0.01 0.01
H -5.088 0.025 -2.074 0.00 0.00 0.01
H -6.240 -2.134 -1.710 0.00 -0.01 0.00
H -5.184 -3.820 -0.223 0.01 -0.02 0.00
H -3.016 -3.365 0.862 0.00 -0.01 0.00
C -4.092 -6.792 -0.087 -0.03 -0.01 0.02
C -2.710 -6.892 -0.670 0.03 0.03 -0.03
C -1.883 -7.971 -0.381 0.03 -0.03 0.01
C -0.592 -8.041 -0.881 -0.06 0.01 0.05
C -0.103 -7.037 -1.707 0.12 -0.01 0.05
N 1.229 -7.170 -2.177 0.02 0.08 -0.04
C 2.090 -6.212 -2.664 -0.11 -0.03 0.10
O 2.950 -6.487 -3.476 0.00 0.00 -0.03
N 1.942 -4.915 -2.201 0.09 0.00 0.05
C 1.544 -4.444 -0.935 -0.09 -0.01 -0.12
C 1.449 -5.218 0.211 0.04 -0.03 -0.01
C 1.003 -4.617 1.376 -0.01 -0.03 0.02
C 0.671 -3.275 1.370 -0.08 0.00 -0.03
N 0.797 -2.519 0.279 0.03 0.20 0.12
C 1.227 -3.093 -0.836 0.00 0.09 -0.06
C -0.928 -5.967 -2.034 -0.01 -0.04 0.03
C -2.207 -5.898 -1.506 -0.02 0.05 -0.02
H -4.418 -7.747 0.324 0.01 0.00 -0.01
H -4.820 -6.484 -0.839 0.01 0.02 -0.02
H -4.124 -6.058 0.721 0.01 0.02 -0.01
H -2.245 -8.766 0.260 -0.01 0.00 0.00
H 0.048 -8.875 -0.620 0.00 0.00 -0.01
H 1.503 -8.089 -2.485 -0.02 -0.01 -0.02
H 2.492 -4.275 -2.754 0.04 0.00 0.03
H 1.715 -6.265 0.199 0.00 -0.03 -0.02
H 0.910 -5.194 2.286 0.00 0.01 0.00
H 0.279 -2.790 2.254 0.00 0.02 -0.01
H 1.336 -2.444 -1.700 -0.01 0.02 0.03
H -0.572 -5.184 -2.690 0.00 0.00 -0.02
H -2.828 -5.045 -1.757 -0.01 -0.01 0.02

=====

Entry 2:
77
Properties=species:S:1:pos:R:3:forces:R:3 method="wB97M-V/def2-TZVPD" lumo_energy_ev="4.085 / 4.085" homo_lumo_gap_ev="5.40 / 5.96" spin_multiplicity=2 e_above_lowest_ev=3.5599 charge=-2
Ti -0.437 -0.045 1.392 1.27 -2.03 -2.57
O 1.362 1.574 6.973 -0.01 0.03 0.05
C 1.010 1.105 5.737 -0.03 -0.03 0.01
C -0.004 0.169 5.568 -0.02 0.00 0.26
C -0.296 -0.239 4.286 0.04 -0.19 -0.05
N 0.358 0.254 3.241 0.41 0.60 1.13
C 1.372 1.113 3.397 0.01 -0.15 -0.11
C 1.732 1.566 4.644 0.15 0.15 0.00
C 2.095 1.363 2.069 0.22 -0.13 0.29
O 3.083 2.094 2.003 -0.11 0.06 0.21
O 1.590 0.648 1.152 0.20 0.46 0.02
C -1.217 -1.377 3.848 0.39 0.06 -0.05
O -1.724 -2.133 4.660 -0.15 0.10 0.23
O -1.213 -1.461 2.572 -0.76 -0.30 0.84
H 0.755 1.201 7.619 -0.02 -0.04 0.04
H -0.549 -0.261 6.401 0.03 -0.01 -0.01
H 2.560 2.253 4.758 -0.02 -0.02 0.00
O -2.198 3.824 0.990 0.20 0.29 0.23
S -1.414 2.762 0.448 -0.40 -0.56 -0.57
O -2.238 1.691 -0.242 0.63 0.18 0.07
O -0.476 2.111 1.357 0.00 0.81 0.02
C -0.484 3.402 -0.936 -0.43 0.23 0.30
C -0.544 4.780 -1.083 0.15 0.04 -0.19
C 0.115 5.381 -2.149 -0.20 0.16 0.31
C 0.795 4.596 -3.055 0.16 -0.32 -0.22
C 0.840 3.215 -2.893 0.02 0.07 -0.14
C 0.203 2.584 -1.830 0.29 -0.37 0.04
P 0.350 0.743 -1.490 -0.24 0.34 -0.34
C 1.978 0.411 -2.299 -0.07 0.22 0.03
C 2.131 0.037 -3.632 0.09 -0.04 -0.13
C 3.393 -0.168 -4.177 -0.08 0.00 0.08
C 4.525 0.012 -3.393 -0.01 -0.01 -0.07
C 4.385 0.400 -2.070 -0.10 0.03 0.11
C 3.122 0.598 -1.522 0.12 -0.01 0.02
C -0.820 0.080 -2.734 -0.11 -0.05 0.00
C -0.729 -1.268 -3.095 -0.04 -0.02 -0.03
C -1.716 -1.871 -3.858 0.01 0.04 0.01
C -2.828 -1.145 -4.265 0.03 0.01 0.02
C -2.925 0.195 -3.926 0.04 -0.01 0.05
C -1.927 0.801 -3.173 -0.02 0.03 -0.07
H -1.107 5.357 -0.364 0.00 0.01 -0.02
H 0.090 6.458 -2.262 -0.02 -0.02 -0.01
H 1.297 5.054 -3.900 0.02 -0.03 0.02
H 1.379 2.609 -3.612 0.03 0.03 0.03
H 1.258 -0.096 -4.259 -0.02 -0.02 0.01
H 3.487 -0.472 -5.213 0.00 0.01 -0.01
H 5.511 -0.150 -3.814 0.00 0.00 0.00
H 5.259 0.543 -1.446 0.00 0.01 -0.01
H 3.016 0.893 -0.484 0.00 -0.04 -0.02
H 0.118 -1.861 -2.769 -0.02 0.00 0.05
H -1.625 -2.920 -4.112 -0.01 0.00 0.01
H -3.624 -1.628 -4.821 0.03 0.01 -0.02
H -3.798 0.770 -4.211 0.02 0.00 -0.01
H -2.036 1.845 -2.910 -0.01 -0.01 0.07
F -1.820 -0.668 0.159 -0.48 0.62 -0.04
As -3.669 0.648 0.714 -1.14 -0.90 1.21
F -3.869 -0.979 1.318 0.19 -0.27 0.00
F -4.221 -0.043 -0.757 0.17 0.23 -0.58
F -4.970 0.911 1.885 -0.18 0.11 0.06
F -4.442 2.128 0.094 0.08 0.28 0.13
F -2.573 0.886 2.143 -0.22 0.37 -1.00
C 0.991 -3.778 2.843 -0.24 -0.02 0.34
Ge -0.009 -3.468 1.177 1.03 -0.07 -0.88
C -1.891 -3.945 1.116 -0.26 0.14 0.23
C 0.793 -4.869 -0.030 -0.03 -0.16 -0.02
C 0.632 -1.798 0.404 -0.72 0.27 0.79
H 1.266 -4.832 2.951 0.01 0.05 -0.03
H 0.440 -3.477 3.737 0.04 0.00 -0.04
H 1.901 -3.178 2.773 0.02 -0.04 0.03
H -2.001 -4.967 0.745 -0.03 0.02 0.00
H -2.398 -3.240 0.454 -0.01 -0.04 0.01
H -2.352 -3.844 2.099 -0.02 -0.03 -0.04
H 0.719 -5.899 0.348 -0.02 0.13 0.00
H 1.848 -4.634 -0.203 -0.05 -0.04 -0.02
H 0.267 -4.825 -0.992 0.10 -0.02 0.03
H 0.414 -1.813 -0.668 0.07 -0.04 0.03
H 1.709 -1.718 0.575 0.03 -0.15 -0.13

=====

| no. | DFT total energy (Ha) |
| --- | --- |
| 1 | -1821.06814 |
| 2 | -8279.77499 |